A cluster of 2 separate species, C6H14ClNS in total at a distorted geometry. Source: the OMol25 dataset; level of theory: wB97M-V/def2-TZVPD.

Strongest force on any atom in eV Å⁻¹: 5.5
E in Ha: -1149.98561
E_HOMO (spin up / spin down) in eV: -4.7592 / -8.4145

Structure (ORCA input):
```
! wB97M-V def2-TZVPD RIJCOSX def2/J DEFGRID3
* xyz 0 3
C 1.041 -1.495 1.083
C 0.435 2.185 -0.978
C -2.419 -1.387 -0.437
C 0.054 -0.348 0.773
C 0.747 0.743 -1.230
C -1.328 -0.471 -1.215
N -0.237 -0.119 -0.578
S -1.393 -0.376 -2.855
Cl -2.519 3.761 1.247
H 2.008 -1.183 0.775
H 0.944 -1.795 2.046
H 0.677 -2.377 0.566
H -0.589 2.353 -1.277
H 0.482 2.467 0.093
H 1.049 2.882 -1.538
H -3.144 -0.774 0.023
H -3.056 -1.800 -1.203
H -1.985 -2.242 0.014
H -0.761 -0.498 1.505
H 0.575 0.640 1.093
H 0.628 0.513 -2.285
H 1.733 0.439 -0.853
H -1.747 4.669 1.661
*
```

Partial atomic charges computed with the Löwdin method, in multiples of e: -0.056, -0.088, -0.057, -0.247, -0.250, -0.820, -0.242, 0.791, 0.285, 0.059, 0.031, 0.078, 0.064, 0.070, 0.075, 0.053, 0.040, 0.054, 0.123, 0.130, 0.050, 0.123, -0.266

A structure of composition C47H40BrN5O5SSc at a distorted geometry. Source: the OMol25 dataset; level of theory: wB97M-V/def2-TZVPD.

Strongest force on any atom in eV Å⁻¹: 1.5
E in Ha: -6198.15210
ΔE to the lowest compared entry with this formula, charge and spin in kcal per mole: 33.99
E_HOMO in eV: -4.6987

Structure (ORCA input):
```
! wB97M-V def2-TZVPD RIJCOSX def2/J DEFGRID3
* xyz -1 1
Sc 0.343 0.136 0.178
O 2.841 -2.910 -2.057
C 3.916 -2.776 -1.256
C 5.164 -3.175 -1.730
C 6.282 -3.081 -0.925
C 6.176 -2.576 0.362
C 4.947 -2.154 0.831
C 3.804 -2.249 0.044
C 2.502 -1.761 0.542
O 1.489 -1.737 -0.264
N 2.423 -1.403 1.801
N 1.191 -0.856 2.065
C 0.817 -0.677 3.280
C -0.453 -0.071 3.572
C -0.759 0.332 4.874
C -1.969 0.908 5.191
C -2.924 1.078 4.191
C -2.665 0.676 2.905
C -1.424 0.106 2.531
O -1.227 -0.272 1.312
H 2.093 -2.508 -1.516
H 5.230 -3.561 -2.736
H 7.241 -3.403 -1.308
H 7.052 -2.517 0.993
H 4.834 -1.737 1.818
H 1.455 -0.981 4.118
H -0.010 0.203 5.646
H -2.184 1.216 6.205
H -3.882 1.518 4.437
H -3.410 0.792 2.129
O 0.399 2.905 -2.946
C 1.484 2.581 -3.680
C 2.070 3.504 -4.544
C 3.136 3.148 -5.349
C 3.628 1.857 -5.315
C 3.088 0.955 -4.415
C 2.033 1.298 -3.583
C 1.616 0.321 -2.488
O 1.280 0.870 -1.346
N 0.522 -0.576 -3.042
N -0.249 -1.161 -2.141
C -0.576 -2.395 -2.299
C -1.449 -3.104 -1.409
Br -2.718 -2.015 -0.494
C -1.414 -4.446 -1.306
C -2.233 -5.342 -0.515
C -2.540 -6.596 -1.055
C -3.372 -7.472 -0.390
C -3.894 -7.129 0.847
C -3.552 -5.914 1.417
C -2.730 -5.028 0.750
H 0.163 3.830 -3.094
H 1.687 4.516 -4.565
H 3.578 3.885 -6.004
H 4.442 1.560 -5.960
H 3.505 -0.040 -4.327
H 2.489 -0.384 -2.384
H 0.896 -1.200 -3.770
H -0.165 -2.979 -3.133
H -0.705 -4.944 -1.956
H -2.134 -6.864 -2.022
H -3.617 -8.427 -0.836
H -4.544 -7.815 1.370
H -3.936 -5.652 2.392
H -2.456 -4.102 1.227
C -3.981 1.246 -5.547
C -4.135 0.631 -4.150
C -5.622 0.366 -3.878
C -3.400 -0.712 -4.133
C -3.609 1.601 -3.100
C -4.120 2.905 -3.046
C -3.705 3.821 -2.099
C -2.744 3.432 -1.185
S -2.019 4.327 0.112
C -1.006 2.906 0.470
N -1.234 1.895 -0.298
C -2.197 2.135 -1.226
C -2.647 1.228 -2.180
C 0.034 2.977 1.460
C 0.095 4.079 2.324
C 1.174 4.235 3.164
C 2.182 3.278 3.150
C 2.073 2.159 2.339
C 1.010 1.944 1.445
H -4.321 0.544 -6.307
H -2.938 1.488 -5.739
H -4.568 2.154 -5.644
H -6.010 -0.362 -4.587
H -6.204 1.279 -3.973
H -5.756 -0.025 -2.873
H -3.761 -1.332 -4.952
H -3.584 -1.246 -3.205
H -2.330 -0.574 -4.259
H -4.871 3.223 -3.754
H -4.117 4.819 -2.066
H -2.211 0.247 -2.153
H -0.718 4.799 2.333
H 1.240 5.092 3.822
H 3.050 3.402 3.789
H 2.865 1.417 2.390
*
```

Löwdin population analysis, charges in e, atoms 1 to 99: 0.943, 0.026, -0.271, -0.026, -0.104, -0.107, -0.030, -0.073, -0.410, -0.128, 0.088, -0.067, -0.077, -0.147, -0.058, -0.124, -0.107, -0.018, -0.352, -0.260, 0.055, 0.108, 0.095, 0.091, 0.104, 0.130, 0.104, 0.086, 0.094, 0.110, 0.082, -0.254, -0.030, -0.107, -0.109, -0.039, -0.080, -0.424, -0.198, 0.041, -0.035, -0.223, -0.567, 0.944, -0.093, -0.238, -0.047, -0.099, -0.103, -0.084, -0.065, 0.114, 0.108, 0.095, 0.092, 0.113, 0.135, 0.138, 0.137, 0.118, 0.108, 0.096, 0.095, 0.102, 0.077, -0.050, -0.552, -0.045, -0.062, -0.165, -0.046, -0.091, -0.473, 1.096, -0.479, 0.072, -0.277, 0.044, -0.260, -0.079, -0.108, -0.100, -0.117, -0.080, 0.079, 0.090, 0.069, 0.081, 0.074, 0.089, 0.084, 0.046, 0.080, 0.101, 0.102, 0.050, 0.076, 0.091, 0.092

A cluster of 2 separate species, C6H14N4O4S in total at a distorted geometry. Source: the OMol25 dataset; level of theory: wB97M-V/def2-TZVPD.

Strongest force on any atom in eV Å⁻¹: 1.6
E in Ha: -1155.08711
ΔE to the lowest compared entry with this formula, charge and spin in kcal per mole: 13.47
E_HOMO (spin up / spin down) in eV: -9.1431 / -8.2121

Structure (ORCA input):
```
! wB97M-V def2-TZVPD RIJCOSX def2/J DEFGRID3
* xyz 0 1
C 0.668 1.818 0.302
C -0.121 -1.267 -1.913
C 2.442 0.008 0.225
C 1.445 0.732 2.459
C -2.398 0.746 1.382
C 1.483 0.804 0.983
N -1.151 -1.991 -2.428
N 0.196 -1.571 -0.545
N -0.457 -0.892 0.424
N 0.658 -0.445 -2.478
O 0.001 2.615 0.939
O 0.736 1.894 -1.023
O -2.804 -1.388 -0.150
O -1.826 0.561 -1.219
S -1.917 -0.242 -0.032
H 1.873 -0.810 -0.288
H 3.186 -0.457 0.866
H 2.920 0.571 -0.575
H 1.512 -0.301 2.798
H 0.547 1.204 2.850
H 2.310 1.268 2.859
H -3.360 1.180 1.144
H -2.468 0.081 2.233
H -1.655 1.523 1.524
H -1.877 -2.245 -1.762
H -1.524 -1.661 -3.306
H 0.251 -2.570 -0.346
H 0.412 -0.206 -3.432
H 0.917 1.041 -1.490
*
```

Partial atomic charges computed with the Löwdin method, in multiples of e: -0.549, -0.545, -0.045, -0.039, -0.103, -0.185, 0.164, -0.066, -0.096, 0.149, 0.066, 0.088, -0.334, -0.295, 0.590, 0.071, 0.093, 0.103, 0.091, 0.080, 0.103, 0.076, 0.069, 0.036, 0.074, 0.116, 0.158, 0.086, 0.047

A cluster of 2 separate species, C2H4O2S in total at a distorted geometry. Source: the OMol25 dataset; level of theory: wB97M-V/def2-TZVPD.

Strongest force on any atom in eV Å⁻¹: 4.4
E in Ha: -627.07683
ΔE to the lowest compared entry with this formula, charge and spin in kcal per mole: 67.70
E_HOMO (spin up / spin down) in eV: -7.1231 / -10.8838

Structure (ORCA input):
```
! wB97M-V def2-TZVPD RIJCOSX def2/J DEFGRID3
* xyz 0 3
C -0.477 -0.935 0.532
C 0.662 -1.501 0.808
O -2.273 0.426 -0.773
O 0.791 1.780 -1.206
S -1.678 0.191 0.547
H 0.961 1.852 -0.252
H 0.477 -2.587 1.000
H 1.683 -1.078 0.693
H -0.146 1.853 -1.350
*
```

Partial atomic charges computed with the Löwdin method, in multiples of e: -0.410, -0.051, -0.505, -0.064, 0.839, 0.037, 0.077, 0.077, 0.000